(1)
The following is a DFT calculation (wB97M-V/def2-TZVPD) of the molecule C5H12O.

Structure (ORCA input):
```
! wB97M-V def2-TZVPD RIJCOSX def2/J DEFGRID3
* xyz 0 1
C -1.873 -0.861 0.321
C -1.012 0.002 -0.606
C -0.447 1.282 0.034
C 1.074 1.312 -0.076
O 1.710 0.267 0.646
C 1.785 -1.072 0.200
H -1.482 -0.854 1.347
H -1.888 -1.903 -0.019
H -2.909 -0.508 0.356
H -1.542 0.220 -1.538
H -0.160 -0.593 -0.925
H -0.866 2.181 -0.434
H -0.706 1.336 1.099
H 1.372 1.343 -1.139
H 1.462 2.224 0.395
H 2.336 -1.593 0.986
H 2.321 -1.188 -0.759
H 0.824 -1.596 0.112
*
```

HOMO-LUMO gap ... 10.734 eV
SMILES ... CCCCOC
Relative energy (zero: lowest compared OMol25 entry of this formula, charge and spin) ... 113.9 kJ/mol
LUMO energy ... 1.127 eV


(2)
The following is a DFT calculation (wB97M-V/def2-TZVPD) of the molecule C5H12O.

Structure (ORCA input):
```
! wB97M-V def2-TZVPD RIJCOSX def2/J DEFGRID3
* xyz 0 1
C 0.163 2.280 -1.326
C -0.192 1.512 -0.053
C 0.580 0.198 0.020
C 0.281 -0.677 1.241
O 0.522 -2.043 0.952
C -0.553 -2.660 0.287
H 1.215 2.589 -1.311
H -0.451 3.178 -1.448
H 0.014 1.647 -2.211
H -1.272 1.304 -0.041
H 0.017 2.131 0.831
H 0.349 -0.380 -0.885
H 1.659 0.389 -0.031
H 0.944 -0.431 2.078
H -0.756 -0.524 1.594
H -0.157 -3.501 -0.290
H -1.065 -1.977 -0.412
H -1.298 -3.033 1.007
*
```

HOMO-LUMO gap ... 10.781 eV
SMILES ... CCCCOC
Relative energy (zero: lowest compared OMol25 entry of this formula, charge and spin) ... 77.4 kJ/mol
LUMO energy ... 1.131 eV


(3)
The following is a DFT calculation (wB97M-V/def2-TZVPD) of a cluster of 3 separate species, C5H12O in total.

Structure (ORCA input):
```
! wB97M-V def2-TZVPD RIJCOSX def2/J DEFGRID3
* xyz 0 1
C 2.172 -0.788 -0.435
C 1.412 -1.295 0.529
C -1.210 0.432 -0.175
C -1.961 -0.693 0.505
C -0.631 1.517 0.712
O -1.160 0.508 -1.385
H 2.209 -1.232 -1.426
H 2.784 0.100 -0.287
H 1.470 1.026 -2.591
H 1.368 -0.850 1.521
H 0.795 -2.176 0.366
H -1.435 -1.074 1.385
H -2.146 -1.501 -0.206
H -2.926 -0.296 0.845
H -0.348 1.152 1.704
H -1.404 2.284 0.847
H 0.228 1.988 0.228
H 0.781 0.943 -2.316
*
```

HOMO-LUMO gap ... 10.635 eV
SMILES ... CC(C)=O.[H][H].C=C
Relative energy (zero: lowest compared OMol25 entry of this formula, charge and spin) ... 201.8 kJ/mol
LUMO energy ... 0.964 eV


(4)
The following is a DFT calculation (wB97M-V/def2-TZVPD) of the molecule C5H12O.

Structure (ORCA input):
```
! wB97M-V def2-TZVPD RIJCOSX def2/J DEFGRID3
* xyz 0 1
C -1.608 2.445 -0.471
C -0.524 1.681 0.287
C -0.495 0.235 -0.189
O 0.454 -0.511 0.527
C 0.566 -1.865 0.128
C 2.006 -2.262 0.395
H -1.682 3.486 -0.144
H -2.588 1.976 -0.322
H -1.405 2.448 -1.549
H -0.716 1.711 1.366
H 0.457 2.147 0.128
H -1.502 -0.201 -0.077
H -0.248 0.216 -1.266
H 0.307 -1.984 -0.937
H -0.133 -2.499 0.697
H 2.171 -3.343 0.355
H 2.267 -1.903 1.394
H 2.672 -1.776 -0.324
*
```

HOMO-LUMO gap ... 10.887 eV
SMILES ... CCCOCC
Relative energy (zero: lowest compared OMol25 entry of this formula, charge and spin) ... 57.6 kJ/mol
LUMO energy ... 1.196 eV


(5)
The following is a DFT calculation (wB97M-V/def2-TZVPD) of the molecule C5H12O.

Structure (ORCA input):
```
! wB97M-V def2-TZVPD RIJCOSX def2/J DEFGRID3
* xyz 0 1
C -1.792 0.148 -1.087
C -0.807 0.691 -0.057
C 0.495 -0.133 0.091
C 1.621 0.776 0.586
C 0.320 -1.318 1.037
O 0.879 -0.729 -1.147
H -1.392 0.235 -2.102
H -2.731 0.708 -1.058
H -2.020 -0.908 -0.920
H -1.297 0.757 0.923
H -0.544 1.724 -0.322
H 1.360 1.251 1.540
H 1.814 1.568 -0.148
H 2.544 0.204 0.722
H 0.101 -0.977 2.053
H 1.243 -1.907 1.056
H -0.487 -1.975 0.696
H 0.691 -0.114 -1.863
*
```

HOMO-LUMO gap ... 11.100 eV
SMILES ... CCC(C)(C)O
Relative energy (zero: lowest compared OMol25 entry of this formula, charge and spin) ... 7.3 kJ/mol
LUMO energy ... 0.938 eV


(6)
The following is a DFT calculation (wB97M-V/def2-TZVPD) of the ion C5H12O with charge +1.

Structure (ORCA input):
```
! wB97M-V def2-TZVPD RIJCOSX def2/J DEFGRID3
* xyz 1 2
C -1.915 -0.113 -0.200
O -1.382 -0.272 -1.504
C -0.962 0.730 0.664
C 0.483 0.876 0.292
C 1.214 -0.430 0.007
C 2.497 -0.604 0.796
H -2.906 0.355 -0.288
H -2.106 -1.117 0.180
H -1.189 -1.203 -1.605
H -1.412 1.717 0.766
H -0.991 0.177 1.622
H 0.534 1.542 -0.583
H 1.030 1.404 1.080
H 0.531 -1.288 0.160
H 1.351 -0.550 -1.081
H 2.892 -1.613 0.748
H 2.372 -0.385 1.857
H 3.207 0.142 0.435
*
```

HOMO-LUMO gap (spin up / spin down) ... 11.951 / 5.391 eV
Expectation value of S² ... 0.75
Relative energy (zero: lowest compared OMol25 entry of this formula, charge and spin) ... 185.5 kJ/mol
LUMO energy (spin up / spin down) ... -3.604 / -10.075 eV


(7)
The following is a DFT calculation (wB97M-V/def2-TZVPD) of the molecule C5H12O2.

Structure (ORCA input):
```
! wB97M-V def2-TZVPD RIJCOSX def2/J DEFGRID3
* xyz 0 1
C -2.372 1.300 0.703
C -0.919 1.378 0.182
O 0.013 0.437 0.764
C 1.348 0.355 0.056
C 2.130 -0.998 -0.131
O 1.483 -1.768 -1.101
C 0.129 -1.880 -0.677
H -2.451 1.465 1.781
H -2.874 0.354 0.472
H -2.964 2.094 0.213
H -0.543 2.391 0.370
H -0.958 1.229 -0.908
H 1.210 0.688 -0.983
H 1.986 1.029 0.616
H 3.146 -0.785 -0.526
H 2.290 -1.571 0.802
H -0.227 -0.969 -0.137
H 0.051 -2.685 0.062
H -0.480 -2.064 -1.560
*
```

HOMO-LUMO gap ... 10.153 eV
SMILES ... CCOCCOC
Relative energy (zero: lowest compared OMol25 entry of this formula, charge and spin) ... 262.7 kJ/mol
LUMO energy ... 1.056 eV


(8)
The following is a DFT calculation (wB97M-V/def2-TZVPD) of a cluster of 2 separate species, C5H12O2 in total.

Structure (ORCA input):
```
! wB97M-V def2-TZVPD RIJCOSX def2/J DEFGRID3
* xyz 0 1
C 2.480 0.703 -1.524
O 1.081 0.852 -1.329
C 0.272 -1.125 0.689
C -0.914 -0.546 0.501
C -2.124 -1.300 0.027
C -1.146 0.912 0.860
O 0.017 1.663 1.058
H 2.756 -0.078 -2.249
H 2.787 1.675 -1.915
H 3.044 0.517 -0.599
H 0.447 -2.172 0.454
H 1.091 -0.561 1.128
H 0.620 0.029 -1.105
H -2.607 -0.824 -0.835
H -2.863 -1.327 0.836
H -1.875 -2.330 -0.239
H -1.813 1.366 0.104
H -1.698 0.932 1.809
H 0.507 1.643 0.212
*
```

HOMO-LUMO gap ... 10.456 eV
SMILES ... C=C(C)CO.CO
Relative energy (zero: lowest compared OMol25 entry of this formula, charge and spin) ... 164.2 kJ/mol
LUMO energy ... 0.870 eV


(9)
The following is a DFT calculation (wB97M-V/def2-TZVPD) of the molecule C5H12O2.

Structure (ORCA input):
```
! wB97M-V def2-TZVPD RIJCOSX def2/J DEFGRID3
* xyz 0 1
C 0.001 1.237 -1.635
C -0.285 -0.391 0.260
C 1.294 -0.331 -0.107
C -0.814 -1.741 -0.305
C -0.520 0.906 2.151
H 1.122 1.458 -1.659
H -0.422 2.167 -1.943
H -0.189 0.377 -2.394
H 2.119 0.345 0.445
H 1.440 -0.286 -1.382
H 1.456 -1.465 0.332
H -0.187 -2.217 -1.148
H -1.813 -1.871 -0.474
H -0.432 -2.442 0.428
H -1.100 1.138 3.081
H 0.624 0.968 2.069
H -0.550 1.555 1.317
O -0.840 0.766 -0.528
O -0.902 -0.174 1.492
*
```

HOMO-LUMO gap ... 10.178 eV
SMILES ... COC(C)(C)OC
Relative energy (zero: lowest compared OMol25 entry of this formula, charge and spin) ... 538.6 kJ/mol
LUMO energy ... 0.829 eV


(10)
The following is a DFT calculation (wB97M-V/def2-TZVPD) of the molecule C5H12O2.

Structure (ORCA input):
```
! wB97M-V def2-TZVPD RIJCOSX def2/J DEFGRID3
* xyz 0 1
C 2.407 0.317 -1.346
O 1.322 0.307 -0.420
C 0.705 -0.600 0.576
C -0.772 -0.244 0.248
C -1.855 -1.306 0.002
C -1.276 1.023 0.961
O -0.220 1.948 1.156
H 2.458 -0.563 -2.001
H 2.257 1.172 -2.039
H 3.377 0.483 -0.866
H 0.849 -1.693 0.491
H 1.019 -0.293 1.587
H -0.496 0.091 -0.739
H -2.586 -0.866 -0.692
H -2.402 -1.663 0.881
H -1.425 -2.171 -0.518
H -2.068 1.442 0.313
H -1.729 0.837 1.946
H 0.436 1.778 0.459
*
```

HOMO-LUMO gap ... 10.666 eV
SMILES ... COC[C@@H](C)CO
Relative energy (zero: lowest compared OMol25 entry of this formula, charge and spin) ... 250.2 kJ/mol
LUMO energy ... 0.871 eV


(11)
The following is a DFT calculation (wB97M-V/def2-TZVPD) of the molecule C5H12O2.

Structure (ORCA input):
```
! wB97M-V def2-TZVPD RIJCOSX def2/J DEFGRID3
* xyz 0 1
C -1.658 -0.234 1.637
O -0.403 -0.515 1.075
C -0.194 0.300 -0.062
C -0.545 1.856 0.179
C 1.247 0.008 -0.542
C 1.488 -1.233 -1.426
O 1.391 -2.476 -0.765
H -2.482 -0.606 1.009
H -1.743 0.857 1.683
H -1.702 -0.682 2.631
H -0.900 -0.028 -0.849
H -0.725 2.267 1.190
H -1.446 2.143 -0.381
H 0.284 2.451 -0.192
H 1.893 -0.086 0.340
H 1.589 0.874 -1.118
H 0.834 -1.205 -2.315
H 2.520 -1.194 -1.802
H 0.550 -2.498 -0.293
*
```

HOMO-LUMO gap ... 10.899 eV
SMILES ... CO[C@@H](C)CCO
Relative energy (zero: lowest compared OMol25 entry of this formula, charge and spin) ... 166.0 kJ/mol
LUMO energy ... 0.978 eV


(12)
The following is a DFT calculation (wB97M-V/def2-TZVPD) of a cluster of 2 separate species, C5H12O2 in total.

Structure (ORCA input):
```
! wB97M-V def2-TZVPD RIJCOSX def2/J DEFGRID3
* xyz 0 1
C -0.417 -2.157 1.376
C -1.358 -1.154 0.701
C -0.639 0.115 0.342
O 2.449 -0.274 -0.609
C -0.680 0.715 -0.845
C 0.099 1.952 -1.191
O 1.035 2.229 -0.159
H -0.936 -3.092 1.614
H 0.440 -2.393 0.734
H -0.017 -1.745 2.309
H -2.185 -0.925 1.387
H -1.808 -1.596 -0.197
H -0.018 0.555 1.122
H 2.145 0.586 -0.277
H -1.296 0.311 -1.650
H 1.619 -0.736 -0.773
H -0.588 2.802 -1.320
H 0.615 1.796 -2.150
H 1.539 3.012 -0.413
*
```

HOMO-LUMO gap ... 10.193 eV
SMILES ... CC/C=C/CO.O
Relative energy (zero: lowest compared OMol25 entry of this formula, charge and spin) ... 115.6 kJ/mol
LUMO energy ... 0.706 eV


Number 1: DFT total energy -272.905260 Eh. Number 2: DFT total energy -272.919188 Eh. Number 3: DFT total energy -272.871779 Eh. Number 4: DFT total energy -272.926708 Eh. Number 5: DFT total energy -272.945869 Eh. Number 6: DFT total energy -272.546577 Eh. Number 7: DFT total energy -348.104747 Eh. Number 8: DFT total energy -348.142267 Eh. Number 9: DFT total energy -347.999681 Eh. Number 10: DFT total energy -348.109524 Eh. Number 11: DFT total energy -348.141583 Eh. Number 12: DFT total energy -348.160789 Eh.